DFT (wB97M-V/def2-TZVPD) results for C3H6N2O2S in the gas phase in a non-equilibrium geometry.

Structure (XYZ):
```
14
Properties=species:S:1:pos:R:3:forces:R:3
C 0.500 2.657 -0.793 0.3 2.1 -1.3
O 0.474 1.403 -0.196 -0.1 -2.8 0.9
N -0.081 0.333 -1.043 -1.4 -0.2 1.0
C -0.524 -0.797 -0.482 2.4 1.7 -2.9
N -0.251 -1.365 0.722 -2.6 -4.2 -3.8
O 0.190 -0.637 1.660 1.5 6.6 3.2
C -0.357 -2.704 0.960 0.4 -1.7 0.3
S -0.781 -3.986 -0.088 0.5 2.2 1.5
H -0.510 3.106 -0.806 0.2 -0.3 -0.4
H 1.077 3.382 -0.132 -0.3 -1.4 -0.6
H 0.982 2.692 -1.845 -0.9 -0.4 1.7
H -0.806 -1.521 -1.263 -0.2 0.4 0.6
H 0.063 0.350 1.278 0.9 -2.4 1.5
H 0.022 -2.912 2.029 -0.8 0.3 -1.7
```
Forces are in eV/Å.

HOMO energy = -8.57 eV
Relative energy (zero: lowest compared OMol25 entry of this formula, charge and spin) = 643.9 kJ/mol
E_LUMO = -0.51 eV
Charge = 0
SMILES = CO/N=C\N(O)C=S
Max |F| = 7.5 eV Å⁻¹

=====

DFT (wB97M-V/def2-TZVPD) results for a molecular structure, C3H6N2O2S in a non-equilibrium geometry.

Structure (XYZ):
```
14
Properties=species:S:1:pos:R:3:forces:R:3
C -0.024 -0.881 0.355 -0.1 -1.7 -0.1
C 0.394 2.131 -1.034 -0.6 -0.9 1.3
C -0.218 -2.188 -0.272 -1.5 -0.9 0.5
N 0.991 -0.704 1.071 2.0 -1.8 0.3
N -0.847 0.125 0.029 0.5 3.3 0.3
O -1.051 2.465 1.090 -1.9 1.8 2.2
O 1.435 0.411 1.467 -1.4 1.9 0.0
S -0.091 1.656 0.466 0.0 -2.2 -2.4
H 0.774 3.089 -0.950 0.9 2.2 -0.3
H 1.128 1.384 -1.144 1.3 -0.9 -1.4
H -0.970 -2.203 -1.050 -0.7 0.1 0.4
H -0.326 -2.982 0.452 -0.5 -0.2 0.2
H 0.608 -2.462 -0.818 2.5 -0.4 -1.1
H -1.803 0.160 0.338 -0.4 -0.3 0.2
```
Forces are in eV/Å.

HOMO energy (alpha / beta) = -8.67 / -8.76 eV
Relative energy (zero: lowest compared OMol25 entry of this formula, charge and spin) = 755.5 kJ/mol
E_LUMO (alpha / beta) = -0.92 / -1.28 eV
Charge = 0
Max |F| = 3.4 eV Å⁻¹